Molecular formula: C46H69As2GePdSb2Si3
Method: DFT, ωB97M-V with the def2-TZVPD basis set

Positions of all 124 atoms, in Å:
Pd (-0.57674, 0.88184, -0.68225)
C (-1.40966, 3.72950, -3.17260)
As (0.03591, 2.85512, -2.18196)
C (1.43201, 3.23391, -3.49867)
C (0.31707, 4.28504, -0.88545)
C (1.23000, 5.31865, -1.07983)
C (1.35208, 6.34117, -0.15143)
C (0.56136, 6.33517, 0.98884)
C (-0.33554, 5.29890, 1.19967)
C (-0.46267, 4.26639, 0.27306)
As (-1.87355, 2.91746, 0.46312)
C (-3.25797, 4.26787, 0.04128)
C (-2.02493, 2.86298, 2.41207)
H (-1.14859, 4.77316, -3.33656)
H (-2.34633, 3.66855, -2.62945)
H (-1.53594, 3.23292, -4.13338)
H (1.29726, 4.23472, -3.90554)
H (1.33343, 2.51328, -4.30723)
H (2.42702, 3.14213, -3.06991)
H (1.84582, 5.33702, -1.97136)
H (2.07055, 7.13604, -0.31214)
H (0.64630, 7.13413, 1.71704)
H (-0.95254, 5.30395, 2.09009)
H (-3.40786, 4.90093, 0.91716)
H (-4.20262, 3.81116, -0.24423)
H (-2.89135, 4.88141, -0.77827)
H (-2.47041, 3.77741, 2.80095)
H (-1.02878, 2.72647, 2.82822)
H (-2.63816, 2.01506, 2.70832)
C (1.12992, -1.82463, -1.14799)
C (2.45671, -1.20373, -1.63446)
C (2.58049, 0.29998, -1.34384)
Sb (1.81046, 0.87997, 0.61570)
C (3.01711, 2.66575, 0.87509)
C (4.05205, 3.04237, 0.02197)
C (4.94391, 4.04528, 0.38509)
C (4.82107, 4.67588, 1.61673)
C (3.79183, 4.31136, 2.47426)
C (2.89315, 3.31776, 2.09984)
C (3.44475, -0.06080, 1.67177)
C (4.69863, -0.25491, 1.09314)
C (5.75973, -0.74670, 1.84772)
C (5.58374, -1.03869, 3.19488)
C (4.34046, -0.84208, 3.78832)
C (3.27861, -0.36354, 3.02803)
Sb (1.32819, -2.57372, 0.89388)
C (0.16505, -4.38290, 0.70391)
C (0.58549, -5.51325, 1.40942)
C (-0.16288, -6.68287, 1.38262)
C (-1.33836, -6.73983, 0.64097)
C (-1.76199, -5.62154, -0.06195)
C (-1.01853, -4.44565, -0.01303)
C (3.09209, -3.71920, 0.40640)
C (3.11940, -4.52762, -0.73193)
C (4.23904, -5.29322, -1.02747)
C (5.34358, -5.26974, -0.17900)
C (5.31688, -4.48925, 0.96682)
C (4.19461, -3.71683, 1.25761)
H (0.80877, -2.65377, -1.77295)
H (0.32791, -1.03265, -1.16282)
H (2.55465, -1.34160, -2.71517)
H (3.29725, -1.72751, -1.18469)
H (1.97106, 0.84117, -2.04787)
H (3.61003, 0.63474, -1.46721)
H (4.18699, 2.54587, -0.93198)
H (5.74507, 4.32608, -0.29052)
H (5.52093, 5.45287, 1.90284)
H (3.69032, 4.79862, 3.43807)
H (2.10185, 3.02960, 2.78558)
H (4.87119, -0.00850, 0.05072)
H (6.72692, -0.90156, 1.38360)
H (6.41314, -1.42094, 3.78025)
H (4.19976, -1.05672, 4.84219)
H (2.31081, -0.20989, 3.50205)
H (1.50929, -5.47941, 1.98307)
H (0.16441, -7.55141, 1.94239)
H (-1.92070, -7.65368, 0.61760)
H (-2.68179, -5.65840, -0.63882)
H (-1.38784, -3.56038, -0.50566)
H (2.25760, -4.56974, -1.39077)
H (4.24696, -5.91775, -1.91337)
H (6.22157, -5.86084, -0.41270)
H (6.16869, -4.48033, 1.63901)
H (4.18101, -3.10198, 2.15193)
C (-1.69663, -0.17151, -3.73125)
Si (-2.51828, -1.52485, -2.70531)
C (-4.28329, -1.68195, -3.36638)
C (-1.77319, -3.13354, -3.37746)
Ge (-2.49564, -0.57567, -0.34490)
Si (-2.61264, -1.52557, 1.93101)
C (-2.71653, -3.35320, 2.37034)
C (-1.19577, -0.76974, 2.93789)
C (-4.16655, -0.81055, 2.73392)
Si (-4.63158, 0.52186, -0.56322)
C (-4.59979, 1.66618, -2.07011)
C (-5.29319, 1.63454, 0.82879)
C (-5.99162, -0.77280, -0.80289)
H (-1.91399, -0.28491, -4.80254)
H (-0.61581, -0.18543, -3.60126)
H (-2.06794, 0.79985, -3.40612)
H (-4.23479, -1.79989, -4.45659)
H (-4.93815, -0.83841, -3.14071)
H (-4.74875, -2.58718, -2.95576)
H (-1.89296, -3.99450, -2.72760)
H (-2.31013, -3.34959, -4.30955)
H (-0.71178, -3.03712, -3.61958)
H (-3.37027, -3.90710, 1.68875)
H (-3.14103, -3.41381, 3.38067)
H (-1.74424, -3.85105, 2.37445)
H (-0.44010, -1.51187, 3.20323)
H (-1.57325, -0.31944, 3.86415)
H (-0.70896, 0.00883, 2.35432)
H (-5.07886, -1.22737, 2.28596)
H (-4.21711, 0.27728, 2.64655)
H (-4.16477, -1.06729, 3.79994)
H (-3.77381, 2.37483, -1.97310)
H (-5.53158, 2.23694, -2.14478)
H (-4.45577, 1.12669, -3.01115)
H (-4.50483, 2.15496, 1.37529)
H (-5.87405, 1.05623, 1.55175)
H (-5.95510, 2.39456, 0.39841)
H (-5.61697, -1.68505, -1.27230)
H (-6.80272, -0.37604, -1.42878)
H (-6.42377, -1.04920, 0.16711)

The multiplicity is 2. Its expectation value of S² is 0.755. Its calculated total energy is -267202.630 eV. As for the frontier orbital gap (alpha / beta): 6.73 / 6.63 eV.

Here are the Mulliken charges for atoms 1 to 99, given in e: atom 1 (Pd): 1.78, atom 2 (C): -1.14, atom 3 (As): 0.94, atom 4 (C): -1.60, atom 5 (C): 0.09, atom 6 (C): -0.59, atom 7 (C): -0.73, atom 8 (C): -0.85, atom 9 (C): -0.90, atom 10 (C): -0.46, atom 11 (As): 0.91, atom 12 (C): -1.64, atom 13 (C): -1.35, atom 14 (H): 0.45, atom 15 (H): 0.17, atom 16 (H): 0.48, atom 17 (H): 0.49, atom 18 (H): 0.40, atom 19 (H): 0.32, atom 20 (H): 0.32, atom 21 (H): 0.41, atom 22 (H): 0.42, atom 23 (H): 0.34, atom 24 (H): 0.44, atom 25 (H): 0.46, atom 26 (H): 0.49, atom 27 (H): 0.63, atom 28 (H): 0.34, atom 29 (H): -0.05, atom 30 (C): 2.04, atom 31 (C): -0.75, atom 32 (C): -0.57, atom 33 (Sb): -1.19, atom 34 (C): 1.63, atom 35 (C): -0.25, atom 36 (C): -0.90, atom 37 (C): -0.56, atom 38 (C): -0.85, atom 39 (C): -0.49, atom 40 (C): 1.81, atom 41 (C): -0.59, atom 42 (C): -0.82, atom 43 (C): -0.63, atom 44 (C): -0.66, atom 45 (C): -0.57, atom 46 (Sb): 0.32, atom 47 (C): -0.37, atom 48 (C): -0.60, atom 49 (C): -0.61, atom 50 (C): -0.76, atom 51 (C): -0.20, atom 52 (C): 0.05, atom 53 (C): 0.02, atom 54 (C): -0.25, atom 55 (C): -0.61, atom 56 (C): -0.58, atom 57 (C): -0.45, atom 58 (C): -0.54, atom 59 (H): 0.80, atom 60 (H): -2.74, atom 61 (H): 0.42, atom 62 (H): 0.02, atom 63 (H): -0.24, atom 64 (H): 0.88, atom 65 (H): 0.24, atom 66 (H): 0.44, atom 67 (H): 0.37, atom 68 (H): 0.43, atom 69 (H): 0.33, atom 70 (H): 0.19, atom 71 (H): 0.44, atom 72 (H): 0.36, atom 73 (H): 0.42, atom 74 (H): 0.27, atom 75 (H): 0.36, atom 76 (H): 0.41, atom 77 (H): 0.37, atom 78 (H): 0.48, atom 79 (H): 0.13, atom 80 (H): 0.30, atom 81 (H): 0.41, atom 82 (H): 0.37, atom 83 (H): 0.44, atom 84 (H): 0.44, atom 85 (C): -0.60, atom 86 (Si): 0.89, atom 87 (C): -1.36, atom 88 (C): -1.33, atom 89 (Ge): -0.15, atom 90 (Si): 0.86, atom 91 (C): -1.10, atom 92 (C): -0.63, atom 93 (C): -1.23, atom 94 (Si): 1.15, atom 95 (C): -0.10, atom 96 (C): -1.27, atom 97 (C): -1.36, atom 98 (H): 0.64, atom 99 (H): 0.12